Molecular formula: C3H11N3
Method: DFT, the ωB97M-V functional and the def2-TZVPD basis

Last columns: bonded neighbours and bond lengths (Å).
Geometry (Å):
1 H -0.114 -1.688 1.333  C16 1.102
2 H -0.790 1.005 1.051  C10 1.094
3 H 0.690 2.733 -0.215  N13 1.021
4 H -0.837 -2.740 0.208  C16 1.090
5 H 0.720 -3.181 0.949  C16 1.087
6 H -2.585 1.311 -0.428  N7 1.026
7 N -1.817 0.684 -0.692  H6 1.026, C10 1.476, H17 1.017
8 N 0.830 -1.719 -0.586  C9 1.266, C16 1.447
9 C 1.913 -1.120 -0.320  N8 1.266, H14 1.088, H15 1.095
10 C -0.654 1.273 -0.001  H2 1.094, N7 1.476, H12 1.088, N13 1.477
11 H -0.482 3.174 0.761  N13 1.012
12 H 0.225 0.686 -0.260  C10 1.088
13 N -0.326 2.707 -0.124  H3 1.021, C10 1.477, H11 1.012
14 H 2.583 -0.966 -1.163  C9 1.088
15 H 2.170 -0.692 0.654  C9 1.095
16 C 0.144 -2.372 0.508  H1 1.102, H4 1.090, H5 1.087, N8 1.447
17 H -1.671 0.905 -1.674  N7 1.017

The HOMO energy comes out at -0.346 Eh. The calculation puts the lowest unoccupied orbital energy at 0.90 eV. The calculation puts the frontier orbital gap at 10.3 eV. Its energy above the lowest of the compared OMol25 structures with the same formula, charge and spin is 2.104 eV. As for the spin multiplicity: 1. Its molar mass is 89.1 g mol⁻¹. As for the total energy: -7757.98029 eV.


Molecular formula: C3H11N3
Method: DFT, the ωB97M-V functional and the def2-TZVPD basis

Last columns: bonded neighbours and bond lengths (Å).
Geometry (Å):
1 H -2.429 -1.487 0.931  N3 1.018
2 H 2.535 1.604 -0.713  C5 1.152
3 N -1.815 -1.235 0.159  H1 1.018, H9 1.019, C16 1.460
4 N -2.667 1.065 -0.124  H13 1.011, H15 1.015, C16 1.452
5 C 2.140 1.255 0.311  H2 1.152, N7 1.256, H12 1.145
6 H 2.213 -1.844 0.079  C11 1.073
7 N 1.678 0.100 0.489  C5 1.256, C11 1.481
8 H 1.610 -0.908 -1.353  C11 1.091
9 H -0.964 -1.755 0.367  N3 1.019
10 H -0.844 0.347 -0.751  C16 1.086
11 C 2.221 -0.910 -0.449  H6 1.073, N7 1.481, H8 1.091, H14 1.103
12 H 2.040 2.120 1.055  C5 1.145
13 H -3.295 0.870 0.643  N4 1.011
14 H 3.251 -0.685 -0.773  C11 1.103
15 H -3.095 0.811 -1.009  N4 1.015
16 C -1.524 0.193 0.081  N3 1.460, N4 1.452, H10 1.086, H17 1.113
17 H -1.055 0.460 1.055  C16 1.113

The HOMO energy comes out at -0.334 Eh. The calculation puts the lowest unoccupied orbital energy at 1.06 eV. The calculation puts the frontier orbital gap at 10.1 eV. Its energy above the lowest of the compared OMol25 structures with the same formula, charge and spin is 2.021 eV. As for the spin multiplicity: 1. Its molar mass is 89.1 g mol⁻¹. As for the total energy: -7758.06274 eV.


Copy entry 1 word for word.
Molecular formula: C3H11N3
Method: DFT, the ωB97M-V functional and the def2-TZVPD basis

Last columns: bonded neighbours and bond lengths (Å).
Geometry (Å):
1 H -0.114 -1.688 1.333  C16 1.102
2 H -0.790 1.005 1.051  C10 1.094
3 H 0.690 2.733 -0.215  N13 1.021
4 H -0.837 -2.740 0.208  C16 1.090
5 H 0.720 -3.181 0.949  C16 1.087
6 H -2.585 1.311 -0.428  N7 1.026
7 N -1.817 0.684 -0.692  H6 1.026, C10 1.476, H17 1.017
8 N 0.830 -1.719 -0.586  C9 1.266, C16 1.447
9 C 1.913 -1.120 -0.320  N8 1.266, H14 1.088, H15 1.095
10 C -0.654 1.273 -0.001  H2 1.094, N7 1.476, H12 1.088, N13 1.477
11 H -0.482 3.174 0.761  N13 1.012
12 H 0.225 0.686 -0.260  C10 1.088
13 N -0.326 2.707 -0.124  H3 1.021, C10 1.477, H11 1.012
14 H 2.583 -0.966 -1.163  C9 1.088
15 H 2.170 -0.692 0.654  C9 1.095
16 C 0.144 -2.372 0.508  H1 1.102, H4 1.090, H5 1.087, N8 1.447
17 H -1.671 0.905 -1.674  N7 1.017

The HOMO energy comes out at -0.346 Eh. The calculation puts the lowest unoccupied orbital energy at 0.90 eV. The calculation puts the frontier orbital gap at 10.3 eV. Its energy above the lowest of the compared OMol25 structures with the same formula, charge and spin is 2.104 eV. As for the spin multiplicity: 1. Its molar mass is 89.1 g mol⁻¹. As for the total energy: -7757.98029 eV.


Question: Look up the frontier orbital gap of the second one.
Answer: 10.1 eV


Question: Which value of frontier orbital gap does entry 1 give?
Answer: 10.3 eV